No. 1
# C5H11NO2S2

A single C5H11NO2S2 molecule (ωB97M-V/def2-TZVPD, OMol25).

Computed properties:
- LUMO energy (eV) = -0.03
- F_max (eV/Å) = 3.96
- E_HOMO (eV) = -8.7341
- HOMO-LUMO gap (eV) = 8.70
- SMILES string = CC(C)[C@](N)(SS)C(=O)O

Last column: natural (NBO) charge in e.
Positions of all 21 atoms, in Å:
1 C 1.00 -1.36 -0.47  0.72
2 C -1.66 -0.25 -0.90  -0.61
3 C -0.99 1.85 0.32  -0.62
4 C -0.48 0.67 -0.42  -0.27
5 C 0.39 -0.35 0.37  0.13
6 N -0.32 -0.84 1.55  -0.86
7 O 0.84 -2.66 0.05  -0.69
8 O 1.67 -1.23 -1.45  -0.55
9 S 2.97 1.47 -0.83  -0.12
10 S 2.24 0.74 0.99  -0.06
11 H -2.10 -0.73 -0.06  0.22
12 H -1.17 -1.19 -1.32  0.21
13 H -2.32 0.25 -1.61  0.22
14 H -1.55 1.57 1.17  0.20
15 H -1.75 2.20 -0.40  0.22
16 H -0.43 2.75 0.57  0.24
17 H 0.19 0.87 -1.21  0.24
18 H -0.62 -0.05 2.18  0.40
19 H 0.23 -2.69 0.77  0.48
20 H 0.16 -1.47 2.09  0.37
21 H 3.71 0.46 -1.36  0.15

***

No. 2
# C28H30As2IrP

A molecular structure, C28H30As2IrP (ωB97M-V/def2-TZVPD, OMol25).

Computed properties:
- LUMO energy (spin up / spin down) (eV) = -10.79 / -11.69
- F_max (eV/Å) = 2.61
- E_HOMO (spin up / spin down) (eV) = -16.7688 / -17.4384
- spin multiplicity = 2
- charge = +3
- HOMO-LUMO gap (spin up / spin down) (eV) = 5.98 / 5.75

Last column: Löwdin spin population.
Positions of all 62 atoms, in Å:
1 Ir 0.19 0.03 0.08  0.18
2 C -2.13 -2.87 -0.33  0.00
3 As -0.80 -1.79 -1.18  0.00
4 C -1.57 -1.40 -2.90  0.00
5 C 0.75 -2.87 -1.48  0.00
6 C 0.64 -4.24 -1.63  0.00
7 C 1.79 -5.01 -1.81  0.00
8 C 3.03 -4.40 -1.86  0.00
9 C 3.14 -3.02 -1.73  0.00
10 C 2.00 -2.25 -1.54  0.00
11 As 2.08 -0.36 -1.37  0.02
12 C 3.89 0.15 -1.05  0.00
13 C 1.71 0.39 -3.10  0.02
14 H -2.51 -3.55 -1.10  0.00
15 H -2.95 -2.23 0.01  0.00
16 H -1.71 -3.42 0.50  0.00
17 H -1.55 -2.33 -3.47  0.00
18 H -1.01 -0.63 -3.43  0.00
19 H -2.60 -1.07 -2.77  0.00
20 H -0.33 -4.74 -1.61  0.00
21 H 1.70 -6.08 -1.89  0.00
22 H 3.92 -4.99 -2.00  0.00
23 H 4.12 -2.56 -1.79  0.00
24 H 4.41 -0.07 -1.98  0.00
25 H 4.31 -0.40 -0.22  0.00
26 H 3.93 1.22 -0.85  0.00
27 H 2.22 -0.21 -3.85  0.00
28 H 2.08 1.41 -3.14  0.00
29 H 0.64 0.40 -3.29  0.00
30 C -1.63 1.28 6.67  0.04
31 C -2.49 0.88 5.64  0.00
32 C -2.00 0.75 4.36  0.03
33 C -0.65 1.05 4.11  0.05
34 C 0.22 1.44 5.14  0.03
35 C -0.30 1.58 6.41  0.00
36 P -0.04 0.94 2.48  0.25
37 C 1.72 0.93 2.38  0.05
38 C 2.42 -0.17 2.92  0.03
39 C 3.79 -0.12 3.04  0.00
40 C 4.48 1.02 2.61  0.04
41 C 3.81 2.10 2.04  0.00
42 C 2.43 2.06 1.90  0.03
43 C -0.64 2.20 1.37  0.09
44 C -1.23 3.42 1.68  0.01
45 C -1.63 4.24 0.64  0.03
46 C -1.49 3.84 -0.70  0.03
47 C -0.94 2.60 -1.02  0.00
48 C -0.52 1.80 0.03  0.06
49 H -2.01 1.36 7.68  0.00
50 H -3.53 0.66 5.85  0.00
51 H -2.66 0.42 3.56  0.00
52 H 1.26 1.65 4.95  0.00
53 H 0.34 1.92 7.22  0.00
54 H 1.87 -1.03 3.29  0.00
55 H 4.33 -0.94 3.49  0.00
56 H 5.56 1.07 2.73  0.00
57 H 4.35 2.98 1.74  0.00
58 H 1.90 2.91 1.50  0.00
59 H -1.36 3.72 2.72  0.00
60 H -2.04 5.22 0.86  0.00
61 H -1.84 4.48 -1.49  0.00
62 H -0.87 2.29 -2.05  0.00

***

Result set for calculated total energy: -1198.6916, -6001.1476 a.u., one per record in the order listed.
Result set for energy above the lowest of the compared OMol25 structures with the same formula, charge and spin: 0.375, 0.657 eV, one per record in the order listed.